Entry 1:
{"formula": "C8H9BrN2", "method": "ωB97M-V/def2-TZVPD", "relative_energy_kj_mol": 505.2, "total_charge": 0, "homo_ev": [-7.6, -7.6], "energy_ev": -81458.8228, "spin_multiplicity": 1, "homo_lumo_gap_ev": [8.0, 8.0], "species": ["C", "C", "C", "C", "C", "C", "C", "C", "N", "N", "Br", "H", "H", "H", "H", "H", "H", "H", "H", "H"], "positions_angstrom": [[-2.9013, -0.9169, 1.2146], [-1.9601, 0.0822, -0.4966], [-3.1786, -0.3347, -0.0277], [1.4063, 0.5741, 0.3170], [0.2283, 0.1325, 0.5268], [1.3208, 1.5152, 1.4516], [1.8410, -0.7374, -1.7033], [2.4905, 0.0368, -0.5133], [-1.6935, -0.8427, 1.6038], [-1.0069, -0.3010, 0.4964], [-4.8885, -0.1262, -0.6958], [-3.5669, -1.3441, 1.9508], [-1.5608, 0.8075, -1.1618], [1.4093, 1.1298, 2.4321], [1.0485, 2.5130, 1.1855], [1.3549, -0.0052, -2.2774], [0.9855, -1.2527, -1.2979], [2.5919, -1.3978, -2.1343], [2.8394, 0.9953, -0.8188], [3.2401, -0.5277, -0.0518]]}

Entry 2:
{"formula": "C8H9Cl3N2O3", "method": "ωB97M-V/def2-TZVPD", "relative_energy_kj_mol": 27.0, "total_charge": 0, "homo_ev": -7.3, "energy_ev": -55126.4228, "spin_multiplicity": 1, "smiles": "CC[C@H]1CO/C(=C(\\C(Cl)=C(Cl)Cl)[N+](=O)[O-])N1", "homo_lumo_gap_ev": 6.9, "species": ["C", "C", "C", "C", "O", "C", "C", "C", "Cl", "C", "Cl", "Cl", "N", "O", "O", "N", "H", "H", "H", "H", "H", "H", "H", "H", "H"], "positions_angstrom": [[2.6883, 1.6332, -2.2345], [1.7306, 1.4594, -1.0485], [0.3637, 0.8713, -1.3815], [0.3887, -0.5822, -1.8730], [-0.4943, -1.3026, -0.9782], [-0.7989, -0.4854, 0.0947], [-1.3992, -0.7240, 1.3989], [-1.7782, -2.0110, 1.7833], [-1.7750, -3.3080, 0.6023], [-2.2833, -2.3411, 3.1667], [-1.7566, -1.4634, 4.5886], [-3.0229, -3.9133, 3.4308], [-1.6545, 0.3589, 2.2266], [-0.7106, 0.9865, 2.6661], [-2.8462, 0.6216, 2.4546], [-0.3399, 0.7046, -0.1314], [3.0122, 0.6736, -2.6561], [3.5614, 2.1791, -1.9247], [2.2298, 2.2205, -3.0337], [2.2638, 0.8484, -0.3324], [1.5969, 2.4454, -0.5862], [-0.1322, 1.4775, -2.1483], [1.4038, -1.0473, -1.8103], [0.0866, -0.6853, -2.9263], [-0.3340, 1.3838, 0.6524]]}

Entry 3:
{"formula": "C8H9Cl3Si", "method": "ωB97M-V/def2-TZVPD", "relative_energy_kj_mol": 607.7, "total_charge": 0, "homo_ev": [-7.8, -9.4], "energy_ev": -53884.6524, "spin_multiplicity": 1, "homo_lumo_gap_ev": [6.5, 8.2], "species": ["C", "C", "C", "C", "C", "C", "C", "C", "Si", "Cl", "Cl", "Cl", "H", "H", "H", "H", "H", "H", "H", "H", "H"], "positions_angstrom": [[1.3852, 1.4239, 0.8170], [1.4125, 0.8512, -0.4378], [1.6223, 0.5931, 1.9244], [1.5218, -0.5538, -0.7233], [1.5816, -1.3598, 0.4900], [1.8925, -0.7633, 1.6739], [1.5673, -1.1061, -1.9455], [-2.3004, -1.0007, -0.1477], [-2.8679, 0.7780, -0.3997], [2.0331, -1.5903, 3.1757], [-2.6379, 1.3504, -2.3633], [-1.8510, 2.0037, 0.7803], [1.1746, 2.3704, 0.9755], [1.3468, 1.4984, -1.3433], [1.4787, 1.0084, 2.8281], [1.5306, -0.4988, -2.7449], [1.7513, -2.0556, -2.0942], [-1.2466, -1.1744, -0.1792], [-2.4871, -1.5978, -0.9429], [-2.5962, -1.4107, 0.7947], [-4.3113, 1.2338, -0.1379]]}